# C5H31NO13

12 unconnected molecules or ions with the total composition C5H31NO13 at a distorted geometry (ωB97M-V/def2-TZVPD, OMol25).

The geometry in ORCA input format:
```
! wB97M-V def2-TZVPD RIJCOSX def2/J DEFGRID3
* xyz 0 1
C -3.01 -1.74 0.52
N -2.78 -0.71 -0.17
C -2.60 0.56 0.44
C -0.97 0.79 0.64
C -0.30 0.97 -0.71
C -0.53 2.31 -1.36
O -1.48 2.56 -2.03
O 0.47 3.21 -1.13
H -3.02 -1.89 1.60
H -3.08 -2.65 -0.09
H -2.82 1.36 -0.29
H -2.98 0.77 1.42
H -1.17 1.65 1.26
H -0.62 0.03 1.43
H -0.61 0.24 -1.44
H 0.77 0.82 -0.80
H 1.18 2.76 -0.61
O 2.62 1.34 2.00
H 2.69 2.27 2.22
H 2.37 1.34 1.06
O 0.45 -0.40 3.46
H -0.14 0.15 3.97
H 1.31 -0.12 3.19
O -1.63 4.17 0.32
H -2.44 4.38 -0.13
H -0.92 4.41 -0.27
O -1.47 -3.13 1.84
H -1.23 -3.81 2.52
H -0.65 -2.62 1.86
O 2.70 -2.92 2.25
H 2.60 -2.39 3.06
H 2.06 -2.44 1.71
O 0.61 -2.08 0.47
H 0.92 -2.48 -0.37
H -0.33 -2.19 0.36
O 3.82 -0.96 0.68
H 3.92 -1.73 1.25
H 3.27 -0.31 1.13
O -1.87 -1.11 -3.03
H -2.18 -1.04 -2.06
H -2.57 -1.02 -3.67
O -0.17 -2.76 -1.90
H 0.03 -3.69 -1.87
H -0.53 -2.29 -2.69
O 2.79 1.65 -1.01
H 2.58 2.15 -1.79
H 3.39 0.90 -0.98
O 0.78 2.26 -4.00
H -0.18 2.08 -3.94
H 0.98 1.35 -4.31
*
```

Output
**HOMO**: -9.61 eV
**SMILES string**: C=NCCCC(=O)O.O.O.O.O.O.O.O.O.O.O.O
**Energy**: -33794.282 eV
**LUMO level**: 0.231 eV
**Energy relative to the best compared isomer or geometry (same formula, charge and spin)**: 95.4 kcal/mol

---

# C16H14BBrO2Ru

A molecular structure, C16H14BBrO2Ru at a distorted geometry (ωB97M-V/def2-TZVPD, OMol25).

The geometry in ORCA input format:
```
! wB97M-V def2-TZVPD RIJCOSX def2/J DEFGRID3
* xyz 0 5
C -0.87 -1.25 -3.36
C -0.92 -2.24 -2.36
C -1.63 -1.70 -1.26
H -0.46 -3.21 -2.40
C -2.04 -0.40 -1.59
C -1.54 -0.09 -2.87
H -1.66 0.84 -3.39
H -0.40 -1.34 -4.32
H -1.79 -2.19 -0.32
H -2.57 0.28 -0.95
Ru 0.30 -0.49 -1.54
Br 1.11 -2.33 0.04
C 2.27 0.66 -1.18
C 1.45 1.42 -2.05
C 1.29 0.70 -3.23
H 1.00 2.37 -1.81
C 1.99 -0.53 -3.11
C 2.63 -0.53 -1.85
H 3.22 -1.33 -1.45
H 2.53 0.91 -0.17
H 0.72 1.01 -4.09
H 2.05 -1.32 -3.84
O -1.33 -0.03 1.48
B -0.11 0.24 0.74
O 0.83 0.95 1.58
C 0.22 0.97 2.77
C 0.73 1.47 3.97
C -0.06 1.38 5.12
C -1.35 0.80 5.06
C -1.85 0.31 3.84
C -1.04 0.41 2.71
H 1.72 1.91 4.01
H 0.32 1.75 6.07
H -1.95 0.73 5.96
H -2.83 -0.15 3.79
*
```

Output
**HOMO (alpha / beta)**: -6.64 / -8.47 eV
**<S²>**: 6.0407
**Energy**: -94213.080 eV
**LUMO level (alpha / beta)**: -0.232 / -1.624 eV
**Energy relative to the best compared isomer or geometry (same formula, charge and spin)**: 1.0 kcal/mol

---

# C4H7FS

A single C4H7FS molecule at a distorted geometry (ωB97M-V/def2-TZVPD, OMol25).

The geometry in ORCA input format:
```
! wB97M-V def2-TZVPD RIJCOSX def2/J DEFGRID3
* xyz 0 1
C 1.63 -0.50 -0.50
C 0.32 -0.39 0.26
F -0.15 -1.72 0.62
C -0.08 0.73 0.89
C -0.81 0.26 -0.41
S -2.34 -0.60 -0.11
H 2.36 -0.48 0.32
H 1.60 0.30 -1.36
H 1.44 -1.55 -1.01
H -0.83 0.86 1.86
H 0.62 1.60 0.78
H -0.67 0.91 -1.31
H -3.09 0.60 -0.03
*
```

Output
**HOMO**: -8.86 eV
**SMILES string**: C[C@@]1(F)C[C@@H]1S
**Energy**: -17811.485 eV
**LUMO level**: 0.844 eV
**Energy relative to the best compared isomer or geometry (same formula, charge and spin)**: 65.9 kcal/mol

---

# C3H8O3S

2 unconnected molecules or ions with the total composition C3H8O3S at a distorted geometry (ωB97M-V/def2-TZVPD, OMol25).

The geometry in ORCA input format:
```
! wB97M-V def2-TZVPD RIJCOSX def2/J DEFGRID3
* xyz 0 1
O 0.23 0.43 2.50
C 0.05 -0.35 1.60
O -0.24 -1.65 1.85
C 0.10 0.11 0.12
C 0.47 -1.15 -0.71
S 0.01 -0.92 -2.47
H 0.05 -1.88 2.75
H -0.87 0.56 -0.12
H 0.89 0.92 0.06
H -0.03 -2.05 -0.33
H 1.55 -1.36 -0.50
H -1.27 -1.35 -2.35
O -0.36 3.07 -0.60
H 0.42 3.23 -1.14
H -1.00 2.38 -0.67
*
```

Output
**HOMO**: -9.36 eV
**SMILES string**: O=C(O)CCS.O
**Energy**: -20217.953 eV
**LUMO level**: 0.510 eV
**Energy relative to the best compared isomer or geometry (same formula, charge and spin)**: 23.0 kcal/mol

---

# C18H68BNO15P

14 unconnected molecules or ions with the total composition C18H68BNO15P at a distorted geometry (ωB97M-V/def2-TZVPD, OMol25).

The geometry in ORCA input format:
```
! wB97M-V def2-TZVPD RIJCOSX def2/J DEFGRID3
* xyz 1 1
C 1.26 -1.75 -2.08
C 1.60 -1.30 -0.66
O 0.38 -1.29 0.15
B -0.05 -0.07 0.55
O 0.42 0.48 1.70
N -1.07 0.74 -0.25
C -0.36 1.62 -1.25
P -2.34 -0.29 -1.12
C -2.60 -1.73 -0.03
C -3.82 0.75 -0.76
H 2.16 -2.01 -2.61
H 0.70 -0.96 -2.59
H 0.58 -2.60 -1.99
H 2.25 -2.05 -0.22
H 2.09 -0.33 -0.63
H 0.13 1.41 1.77
H -1.56 1.38 0.38
H 0.24 1.02 -1.93
H -1.09 2.20 -1.81
H 0.25 2.32 -0.68
H -3.66 -1.99 -0.12
H -2.33 -1.62 1.02
H -2.04 -2.56 -0.46
H -4.66 0.06 -0.79
H -3.75 1.15 0.26
H -3.94 1.55 -1.48
C 0.43 4.06 3.60
O -0.38 3.89 2.43
H 0.43 3.13 4.16
H 1.46 4.30 3.33
H 0.03 4.85 4.23
H -0.36 4.73 1.95
C 1.18 3.66 -4.09
O -0.16 3.18 -4.18
H 1.50 3.61 -3.05
H 1.85 3.05 -4.69
H 1.24 4.70 -4.42
H -0.43 3.23 -5.10
C -3.63 4.82 4.66
O -2.89 5.88 4.09
H -4.49 5.25 5.17
H -3.99 4.13 3.89
H -3.03 4.26 5.39
H -2.13 5.50 3.63
C -3.00 -4.53 3.20
O -2.33 -3.45 2.55
H -4.07 -4.40 3.04
H -2.70 -5.49 2.77
H -2.80 -4.53 4.27
H -1.38 -3.56 2.68
C 1.69 7.07 1.73
O 0.52 6.39 1.26
H 2.32 6.34 2.23
H 2.25 7.49 0.89
H 1.43 7.86 2.43
H -0.03 7.03 0.82
C 4.89 -3.61 -2.88
O 3.48 -3.87 -2.82
H 5.02 -2.55 -3.11
H 5.36 -3.82 -1.92
H 5.36 -4.21 -3.65
H 3.37 -4.80 -2.61
C 4.90 -5.49 -6.57
O 4.49 -5.77 -5.24
H 5.78 -6.10 -6.78
H 4.12 -5.74 -7.29
H 5.17 -4.44 -6.69
H 3.72 -5.23 -5.05
C 9.14 -4.62 -3.00
O 7.75 -4.91 -2.93
H 9.25 -3.56 -3.23
H 9.63 -4.82 -2.04
H 9.63 -5.20 -3.78
H 7.65 -5.84 -2.73
C -6.54 0.77 1.97
O -7.28 -0.29 1.38
H -6.96 0.96 2.95
H -5.48 0.49 2.09
H -6.61 1.68 1.37
H -6.92 -0.47 0.51
C -6.66 -5.94 2.01
O -6.94 -6.00 3.40
H -5.79 -6.58 1.83
H -7.50 -6.31 1.41
H -6.41 -4.92 1.70
H -7.71 -5.44 3.57
C 2.25 1.59 5.81
O 2.99 2.65 5.22
H 1.40 2.03 6.33
H 1.88 0.89 5.05
H 2.86 1.04 6.54
H 3.74 2.27 4.76
C 1.21 -2.42 3.81
O 0.36 -2.51 2.68
H 1.13 -3.36 4.36
H 2.25 -2.28 3.51
H 0.91 -1.60 4.47
H 0.42 -1.69 2.18
C -1.05 5.82 -6.37
O -1.67 4.71 -7.01
H -1.53 5.96 -5.41
H 0.02 5.62 -6.22
H -1.16 6.73 -6.96
H -1.25 4.58 -7.86
*
```

Output
**HOMO**: -11.76 eV
**Energy**: -61927.946 eV
**LUMO level**: -2.297 eV

---

# C29H44F18O14P

7 unconnected molecules or ions with the total composition C29H44F18O14P at a distorted geometry (ωB97M-V/def2-TZVPD, OMol25).

The geometry in ORCA input format:
```
! wB97M-V def2-TZVPD RIJCOSX def2/J DEFGRID3
* xyz -1 1
C 0.44 -1.85 6.34
C -0.02 -0.40 6.53
C 1.04 0.69 6.46
O 2.03 0.61 7.44
P 3.64 0.46 6.71
O 2.97 1.43 5.36
C 1.66 1.06 5.06
C 1.68 -0.01 3.97
H 0.77 -2.05 5.32
H 1.23 -2.10 7.04
H -0.40 -2.53 6.53
H -0.55 -0.33 7.48
H -0.75 -0.17 5.73
H 0.47 1.60 6.73
H 4.89 0.27 6.00
H 4.08 1.70 7.29
H 4.13 -0.25 7.87
H 3.15 -0.77 6.10
H 1.08 1.93 4.71
H 2.26 0.41 3.15
H 0.69 -0.23 3.55
H 2.18 -0.91 4.29
C 5.54 3.00 -1.32
C 5.51 1.60 -1.90
O 5.23 0.62 -0.87
C 3.96 0.44 -0.59
O 3.02 0.98 -1.10
C 3.80 -0.64 0.51
F 4.69 -0.48 1.49
F 3.99 -1.86 -0.04
F 2.58 -0.59 1.02
H 6.26 3.05 -0.50
H 5.82 3.71 -2.09
H 4.56 3.27 -0.91
H 6.48 1.32 -2.30
H 4.77 1.51 -2.69
C -0.48 -2.73 2.15
C -1.92 -2.33 1.97
O -2.79 -3.48 1.77
C -3.26 -4.09 2.84
O -3.05 -3.84 3.99
C -4.27 -5.18 2.39
F -3.80 -5.91 1.37
F -5.39 -4.58 1.98
F -4.57 -6.00 3.39
H -0.14 -3.35 1.32
H 0.14 -1.84 2.21
H -0.34 -3.31 3.07
H -2.05 -1.74 1.06
H -2.29 -1.74 2.80
C -2.44 -5.01 -1.47
C -1.29 -4.03 -1.44
O -0.53 -4.02 -2.68
C -0.98 -3.22 -3.62
O -1.95 -2.52 -3.56
C -0.01 -3.25 -4.82
F 0.35 -4.50 -5.13
F 1.09 -2.55 -4.53
F -0.58 -2.70 -5.90
H -2.06 -6.01 -1.69
H -2.91 -5.02 -0.49
H -3.18 -4.75 -2.22
H -0.57 -4.31 -0.68
H -1.63 -3.01 -1.23
C 1.37 8.80 0.34
C 1.21 7.34 -0.04
O 2.06 7.00 -1.16
C 3.31 6.71 -0.85
O 3.82 6.70 0.23
C 4.09 6.29 -2.12
F 3.84 7.10 -3.15
F 3.73 5.05 -2.48
F 5.40 6.30 -1.89
H 1.18 9.44 -0.52
H 0.66 9.05 1.13
H 2.38 9.00 0.70
H 0.20 7.13 -0.39
H 1.43 6.68 0.79
C 0.03 0.45 -1.90
C -0.15 1.69 -1.05
O -1.49 1.73 -0.49
C -1.68 0.98 0.59
O -0.89 0.28 1.14
C -3.13 1.16 1.10
F -4.01 1.15 0.09
F -3.24 2.34 1.73
F -3.45 0.19 1.94
H -0.75 0.41 -2.67
H 1.00 0.46 -2.39
H -0.05 -0.45 -1.29
H -0.07 2.60 -1.64
H 0.59 1.73 -0.25
C -3.63 -3.52 -7.12
C -3.74 -2.28 -6.26
O -4.60 -1.30 -6.89
C -5.90 -1.46 -6.71
O -6.45 -2.32 -6.09
C -6.67 -0.30 -7.40
F -6.18 -0.05 -8.62
F -6.56 0.81 -6.66
F -7.96 -0.61 -7.52
H -3.28 -3.26 -8.12
H -2.92 -4.22 -6.67
H -4.59 -4.02 -7.22
H -2.78 -1.79 -6.15
H -4.12 -2.51 -5.27
*
```

Output
**HOMO**: -3.86 eV
**Energy**: -117657.214 eV
**LUMO level**: 1.698 eV

---

# C3H7BrN3

A gas-phase ion, C3H7BrN3 (charge +1) at a distorted geometry (ωB97M-V/def2-TZVPD, OMol25).

The geometry in ORCA input format:
```
! wB97M-V def2-TZVPD RIJCOSX def2/J DEFGRID3
* xyz 1 1
N 0.74 -1.17 -1.20
C 0.89 0.09 -0.38
Br 2.83 0.08 0.17
C -0.10 0.26 0.81
C -0.46 1.74 0.53
N -0.09 2.03 -0.78
N 0.66 1.23 -1.31
H -0.15 -1.65 -1.04
H 1.60 -1.84 -1.03
H 0.62 -0.91 -2.12
H 0.30 0.23 1.81
H -0.86 -0.40 0.55
H -1.48 1.81 0.78
H 0.22 2.35 1.18
*
```

Output
**HOMO**: -14.36 eV
**SMILES string**: [NH3+][C@]1(Br)CCN=N1
**Energy**: -77728.207 eV
**LUMO level**: -4.525 eV
**Energy relative to the best compared isomer or geometry (same formula, charge and spin)**: 43.3 kcal/mol

---

# C48H34Cl3N6O4RbSe

A molecular structure, C48H34Cl3N6O4RbSe at a distorted geometry (ωB97M-V/def2-TZVPD, OMol25).

The geometry in ORCA input format:
```
! wB97M-V def2-TZVPD RIJCOSX def2/J DEFGRID3
* xyz -2 1
Rb 0.16 -0.13 -0.01
O -1.05 -2.16 0.52
C -1.83 -2.96 -0.23
C -1.30 -3.06 -1.72
C -1.61 -1.94 -2.69
C -2.25 -2.25 -3.89
C -2.51 -1.24 -4.80
C -2.17 0.06 -4.47
C -1.55 0.31 -3.24
C -1.21 1.75 -2.89
C -1.71 2.42 -1.54
O -1.05 1.95 -0.46
C -1.41 3.93 -1.78
C -2.22 4.77 -2.55
C -1.90 6.11 -2.74
C -0.75 6.64 -2.16
C 0.06 5.81 -1.40
C -0.27 4.47 -1.21
C -3.23 2.31 -1.30
C -3.69 2.89 -0.11
C -5.02 2.84 0.26
C -5.95 2.18 -0.55
C -5.51 1.59 -1.72
C -4.17 1.66 -2.09
N -1.27 -0.68 -2.39
C -1.79 -4.43 0.31
C -2.65 -5.46 -0.08
C -2.53 -6.74 0.44
C -1.55 -7.02 1.38
C -0.69 -6.00 1.79
C -0.82 -4.72 1.26
C -3.31 -2.50 -0.22
C -4.24 -2.80 -1.21
C -5.56 -2.36 -1.12
C -5.96 -1.59 -0.04
C -5.04 -1.28 0.95
C -3.73 -1.73 0.86
H -1.62 -3.99 -2.19
H -0.21 -3.13 -1.61
H -2.51 -3.28 -4.11
H -2.99 -1.46 -5.75
H -2.37 0.88 -5.15
H -1.52 2.36 -3.74
H -0.12 1.84 -2.82
H -3.13 4.37 -3.00
H -2.55 6.74 -3.34
H -0.49 7.68 -2.31
H 0.97 6.21 -0.95
H 0.33 3.81 -0.61
H -2.96 3.38 0.53
H -5.34 3.30 1.19
H -6.99 2.11 -0.25
H -6.21 1.04 -2.35
H -3.86 1.18 -3.01
H -3.43 -5.25 -0.81
H -3.22 -7.51 0.12
H -1.46 -8.02 1.80
H 0.08 -6.21 2.52
H -0.19 -3.90 1.56
H -3.94 -3.39 -2.07
H -6.25 -2.59 -1.92
H -6.98 -1.21 0.01
H -5.34 -0.65 1.79
H -2.98 -1.46 1.59
O 2.06 -2.87 7.61
N 1.64 -1.73 7.59
O 1.42 -1.07 8.59
C 1.46 -1.06 6.26
C 0.82 0.11 6.32
C 0.57 0.87 5.13
C -0.16 2.08 5.16
C -0.40 2.73 3.99
C 0.12 2.19 2.80
N 0.83 1.08 2.76
C 1.03 0.40 3.91
C 1.72 -0.89 3.85
N 2.10 -1.29 2.62
C 2.67 -2.46 2.49
C 2.92 -3.30 3.58
C 2.56 -2.90 4.84
C 1.93 -1.65 5.01
H 0.49 0.49 7.27
H -0.53 2.45 6.11
H -0.98 3.64 3.96
H -0.08 2.66 1.84
H 2.94 -2.75 1.48
H 3.39 -4.26 3.42
H 2.75 -3.54 5.68
Cl 5.11 -0.48 -2.37
C 3.59 -1.16 -1.70
Cl 3.13 -0.20 -0.27
Cl 3.91 -2.83 -1.18
C 2.50 -1.17 -2.77
N 1.92 -2.03 -3.34
Se 2.90 2.43 -5.20
C 2.52 1.27 -3.91
N 2.27 0.52 -3.04
*
```

Output
**HOMO**: -2.52 eV
**Energy**: -171025.766 eV
**LUMO level**: 2.403 eV
**Energy relative to the best compared isomer or geometry (same formula, charge and spin)**: 36.4 kcal/mol

---

# C4H10N2O

A single C4H10N2O molecule at a distorted geometry (ωB97M-V/def2-TZVPD, OMol25).

The geometry in ORCA input format:
```
! wB97M-V def2-TZVPD RIJCOSX def2/J DEFGRID3
* xyz 0 1
N -1.07 0.01 -1.81
C 0.42 0.14 -1.77
C 1.00 0.37 -0.38
C 0.66 -0.76 0.62
C -0.60 -0.56 1.41
N -0.62 0.65 2.13
O -1.49 -1.36 1.58
H -1.31 -0.85 -1.35
H -1.45 0.73 -1.19
H 0.76 -0.75 -2.31
H 0.68 0.95 -2.45
H 2.07 0.51 -0.56
H 0.55 1.28 0.02
H 0.76 -1.68 0.05
H 1.45 -0.79 1.38
H -1.27 0.56 2.89
H -0.53 1.57 1.74
*
```

Output
**HOMO**: -9.58 eV
**SMILES string**: NCCCC(N)=O
**Energy**: -9337.922 eV
**LUMO level**: 0.826 eV
**Energy relative to the best compared isomer or geometry (same formula, charge and spin)**: 24.6 kcal/mol

---

# C2H3Br3Si

A single C2H3Br3Si molecule at a distorted geometry (ωB97M-V/def2-TZVPD, OMol25).

The geometry in ORCA input format:
```
! wB97M-V def2-TZVPD RIJCOSX def2/J DEFGRID3
* xyz 0 1
C -0.22 -1.97 -0.04
C -1.47 -2.33 -0.22
Si 0.30 -0.09 0.00
Br -4.55 0.37 0.03
Br -3.20 -2.28 -0.13
Br 1.15 -3.15 0.11
H -0.84 0.29 0.69
H 0.23 0.66 -1.30
H 1.50 -0.38 0.75
*
```

Output
**HOMO (alpha / beta)**: -8.34 / -8.34 eV
**Energy**: -220122.692 eV
**LUMO level (alpha / beta)**: -2.578 / -2.581 eV
**Energy relative to the best compared isomer or geometry (same formula, charge and spin)**: 181.6 kcal/mol

---

# C4H12

2 unconnected molecules or ions with the total composition C4H12 at a distorted geometry (ωB97M-V/def2-TZVPD, OMol25).

The geometry in ORCA input format:
```
! wB97M-V def2-TZVPD RIJCOSX def2/J DEFGRID3
* xyz 0 1
C 1.06 1.35 -2.31
C 1.02 0.14 -1.30
H 0.79 2.18 -1.70
H 1.97 1.51 -2.74
H 0.30 1.37 -3.12
H 1.96 -0.17 -1.08
H 0.46 -0.62 -1.77
H 0.54 0.39 -0.37
C -0.90 -0.93 1.07
C -1.11 -0.55 2.46
H -0.28 -0.31 0.43
H -0.38 -1.94 1.24
H -1.81 -0.98 0.47
H -2.09 -0.05 2.71
H -0.56 0.11 2.99
H -0.98 -1.52 3.02
*
```

Output
**HOMO**: -10.80 eV
**SMILES string**: CC.CC
**Energy**: -4340.721 eV
**LUMO level**: 1.106 eV
**Energy relative to the best compared isomer or geometry (same formula, charge and spin)**: 41.7 kcal/mol